Record 1
A molecular structure, C22H21N6Ti. Source: the OMol25 dataset; level of theory: ωB97M-V with the def2-TZVPD basis set.

Last column: Mulliken charge in e.
Positions of all 50 atoms, in Å:
C  -0.01  4.29  0.50  0.785
N  0.00  7.07  0.69  -0.472
C  1.20  2.11  0.37  -0.444
C  1.21  -3.34  -2.08  -1.043
C  -1.20  2.09  0.39  -0.142
N  2.03  -1.48  0.26  0.222
N  -2.00  -1.50  0.33  0.137
N  0.01  0.05  0.18  -0.323
C  1.06  5.04  0.00  -0.543
H  -5.08  -2.65  0.99  0.422
H  -1.29  -2.23  -2.11  0.422
C  -1.07  4.98  1.10  -0.586
C  -3.63  0.22  0.52  -0.169
H  -2.77  -3.43  0.58  0.447
H  1.90  4.59  -0.51  0.414
H  2.18  -3.65  -1.68  0.389
H  -2.15  2.61  0.45  0.466
H  1.14  -3.60  -3.14  0.501
H  -1.22  -3.62  -3.10  0.498
C  1.01  6.42  0.11  -0.483
H  0.93  -4.19  0.69  0.291
C  3.64  0.24  0.60  -0.205
Ti  0.01  -1.92  -0.37  0.154
H  2.81  -3.41  0.44  0.413
C  -0.01  -3.92  -1.34  0.336
H  0.00  -5.01  -1.46  0.516
C  -2.99  -2.37  0.56  -0.160
C  -1.16  0.73  0.28  -0.100
C  -4.29  -1.93  0.78  -0.615
H  -3.91  1.27  0.49  0.444
N  -4.61  -0.65  0.72  -0.426
C  -1.26  -3.36  -2.04  -1.076
C  1.17  0.74  0.27  -0.063
C  4.32  -1.91  0.76  -0.618
H  -2.20  -3.67  -1.61  0.395
C  2.33  -0.16  0.35  0.317
N  4.62  -0.62  0.79  -0.426
H  5.11  -2.63  0.95  0.418
C  3.02  -2.35  0.48  -0.146
C  0.02  -3.81  0.23  -0.436
H  1.81  7.04  -0.28  0.391
H  -0.87  -4.19  0.73  0.285
H  -1.81  6.92  1.65  0.394
C  -2.31  -0.18  0.36  0.244
H  2.14  2.63  0.46  0.528
C  -1.01  6.36  1.18  -0.475
H  1.23  -2.21  -2.15  0.408
C  -0.01  2.84  0.41  0.890
H  3.90  1.29  0.65  0.435
H  -1.91  4.47  1.55  0.389

## Properties
orbital gap: 4.6 eV
total charge: +3
LUMO: -12.211 eV
DFT total energy: -2027.90393 hartree

Record 2
A molecular structure, C21H23N8ORhS3. Source: the OMol25 dataset; level of theory: ωB97M-V with the def2-TZVPD basis set.

Last column: natural (NBO) charge in e.
Positions of all 57 atoms, in Å:
C  0.20  4.02  1.60  0.330
H  -3.14  -5.57  1.88  0.233
H  -1.74  2.24  -3.90  0.448
C  0.54  -3.83  0.28  -0.178
H  5.76  1.51  -3.48  0.257
N  -2.40  0.99  -1.15  -0.185
N  0.95  4.47  0.57  -0.413
H  4.59  3.61  -2.87  0.248
C  -3.37  -6.49  2.41  -0.729
N  -0.39  4.93  2.36  -0.725
S  -0.63  -7.16  2.20  0.206
C  3.22  2.62  -1.56  0.134
C  0.76  -0.29  0.52  -0.279
C  -0.29  -3.13  2.43  -0.167
H  -0.17  5.91  2.31  0.421
C  -1.44  1.39  -2.01  0.225
C  3.45  0.31  -1.32  0.098
H  -0.88  4.62  3.18  0.443
H  -3.59  -7.25  1.66  0.255
N  -2.14  0.38  0.08  -0.610
O  -2.17  -7.18  4.37  -0.474
H  4.03  5.36  -0.99  0.276
C  -0.31  -5.47  1.83  -0.136
C  0.25  -2.81  1.18  -0.100
C  4.94  1.49  -2.78  -0.112
C  4.54  0.31  -2.19  -0.204
H  -4.99  -0.04  -0.72  0.250
Rh  1.10  1.56  0.07  0.617
N  -3.47  1.83  -2.87  -0.207
H  -0.47  -2.35  3.15  0.221
H  0.98  -3.59  -0.68  0.219
C  0.50  -1.44  0.83  -0.097
C  -2.17  -6.93  3.20  0.480
H  -4.22  -6.36  3.07  0.244
H  3.07  -0.59  -0.86  0.256
C  -4.93  1.00  -1.04  -0.681
H  1.13  5.46  0.43  0.412
C  3.03  5.20  -1.39  -0.692
C  4.27  2.67  -2.45  -0.188
H  5.04  -0.63  -2.41  0.262
H  -1.82  -0.57  -0.07  0.405
H  3.09  5.29  -2.48  0.270
N  -2.13  1.89  -3.04  -0.323
C  -0.56  -4.45  2.75  -0.243
H  2.38  6.00  -1.04  0.229
N  1.59  3.55  -0.21  -0.267
S  0.00  2.35  1.96  0.008
C  2.54  3.84  -1.03  0.311
S  0.26  1.17  -2.01  0.100
H  -5.73  1.20  -1.75  0.283
C  0.26  -5.15  0.59  -0.222
C  -3.63  1.27  -1.71  0.368
H  0.48  -5.94  -0.11  0.237
N  2.81  1.44  -1.03  -0.394
H  -2.99  0.39  0.63  0.389
H  -5.07  1.65  -0.17  0.250
H  -0.93  -4.69  3.74  0.240

## Properties
orbital gap (spin up / spin down): 4.4 / 4.4 eV
total charge: +2
LUMO (spin up / spin down): -7.549 / -7.550 eV
DFT total energy: -2631.85476 hartree

Please write out number 1 again, unchanged.
A molecular structure, C22H21N6Ti. Source: the OMol25 dataset; level of theory: ωB97M-V with the def2-TZVPD basis set.

Last column: Mulliken charge in e.
Positions of all 50 atoms, in Å:
C  -0.01  4.29  0.50  0.785
N  0.00  7.07  0.69  -0.472
C  1.20  2.11  0.37  -0.444
C  1.21  -3.34  -2.08  -1.043
C  -1.20  2.09  0.39  -0.142
N  2.03  -1.48  0.26  0.222
N  -2.00  -1.50  0.33  0.137
N  0.01  0.05  0.18  -0.323
C  1.06  5.04  0.00  -0.543
H  -5.08  -2.65  0.99  0.422
H  -1.29  -2.23  -2.11  0.422
C  -1.07  4.98  1.10  -0.586
C  -3.63  0.22  0.52  -0.169
H  -2.77  -3.43  0.58  0.447
H  1.90  4.59  -0.51  0.414
H  2.18  -3.65  -1.68  0.389
H  -2.15  2.61  0.45  0.466
H  1.14  -3.60  -3.14  0.501
H  -1.22  -3.62  -3.10  0.498
C  1.01  6.42  0.11  -0.483
H  0.93  -4.19  0.69  0.291
C  3.64  0.24  0.60  -0.205
Ti  0.01  -1.92  -0.37  0.154
H  2.81  -3.41  0.44  0.413
C  -0.01  -3.92  -1.34  0.336
H  0.00  -5.01  -1.46  0.516
C  -2.99  -2.37  0.56  -0.160
C  -1.16  0.73  0.28  -0.100
C  -4.29  -1.93  0.78  -0.615
H  -3.91  1.27  0.49  0.444
N  -4.61  -0.65  0.72  -0.426
C  -1.26  -3.36  -2.04  -1.076
C  1.17  0.74  0.27  -0.063
C  4.32  -1.91  0.76  -0.618
H  -2.20  -3.67  -1.61  0.395
C  2.33  -0.16  0.35  0.317
N  4.62  -0.62  0.79  -0.426
H  5.11  -2.63  0.95  0.418
C  3.02  -2.35  0.48  -0.146
C  0.02  -3.81  0.23  -0.436
H  1.81  7.04  -0.28  0.391
H  -0.87  -4.19  0.73  0.285
H  -1.81  6.92  1.65  0.394
C  -2.31  -0.18  0.36  0.244
H  2.14  2.63  0.46  0.528
C  -1.01  6.36  1.18  -0.475
H  1.23  -2.21  -2.15  0.408
C  -0.01  2.84  0.41  0.890
H  3.90  1.29  0.65  0.435
H  -1.91  4.47  1.55  0.389

## Properties
orbital gap: 4.6 eV
total charge: +3
LUMO: -12.211 eV
DFT total energy: -2027.90393 hartree